DFT (ωB97M-V with the def2-TZVPD basis set) results for an isolated ion of composition C26H49NO8PS and charge +1 at a distorted geometry.

Structure (XYZ):
```
86
Properties=species:S:1:pos:R:3:mulliken_charge:R:1
C -3.588 6.718 -3.867 -0.469
C -4.523 7.359 -2.869 -0.345
C -5.056 6.590 -1.493 0.575
O -5.513 7.356 -0.480 -0.528
O -5.014 5.103 -1.377 -0.232
C -6.404 4.622 -1.321 -0.485
C -6.474 3.348 -0.257 -0.615
C -5.761 2.070 -1.005 -0.395
C -4.847 1.288 0.138 -0.770
C -5.208 -0.344 0.192 -0.269
C -4.447 -0.929 1.521 -0.665
C -3.635 -2.335 1.297 0.369
C -4.269 -3.520 0.358 -1.028
P -3.795 -3.391 -1.506 1.080
O -2.861 -2.154 -1.848 -0.611
O -5.334 -3.240 -2.374 -0.544
O -3.007 -4.822 -2.133 -0.542
C -1.996 -2.349 1.247 -0.928
N -1.529 -1.804 2.579 0.483
C -0.201 -1.046 2.474 -0.776
C 0.965 -2.172 2.885 -0.345
C 2.149 -2.323 1.761 -0.543
C 3.585 -1.667 2.262 -0.673
C 4.852 -1.993 1.268 -0.578
C 4.846 -0.928 0.010 -0.420
C 6.231 -0.054 0.095 -0.764
C 6.440 0.984 -1.199 -0.414
C 8.034 1.370 -1.206 -0.644
C 8.719 1.473 -2.692 -0.645
C 8.507 0.158 -3.649 -0.264
O 9.433 -0.964 -3.366 -0.354
C 8.740 -2.232 -3.764 -0.526
C -2.336 -2.061 3.659 0.476
C -2.085 -1.547 5.212 -0.368
O -3.345 -1.742 5.998 -0.205
O -4.104 -0.702 5.681 -0.361
S -3.796 -3.121 3.031 -0.029
H -2.686 7.373 -4.229 0.242
H -3.760 5.634 -4.286 0.234
H -4.903 8.470 -3.028 0.325
H -6.708 4.179 -2.380 0.256
H -7.187 5.409 -0.952 0.374
H -7.603 3.045 -0.039 0.291
H -6.010 3.615 0.791 0.294
H -5.031 2.376 -1.874 0.313
H -6.602 1.316 -1.346 0.302
H -5.043 1.690 1.222 0.327
H -3.695 1.434 -0.091 0.201
H -6.399 -0.377 0.264 0.296
H -4.829 -0.779 -0.826 0.120
H -3.657 -0.107 1.860 0.345
H -5.233 -0.993 2.404 0.298
H -5.425 -3.670 0.456 0.353
H -3.777 -4.540 0.735 0.535
H -5.355 -2.350 -2.871 0.369
H -2.930 -5.526 -1.415 0.338
H -1.663 -3.474 1.053 0.126
H -1.724 -1.537 0.450 0.371
H -0.125 -0.197 3.287 0.309
H -0.008 -0.592 1.407 0.371
H 0.447 -3.242 2.984 0.284
H 1.469 -1.939 3.921 0.343
H 1.818 -1.953 0.684 0.256
H 2.354 -3.488 1.642 0.282
H 3.871 -2.103 3.335 0.340
H 3.431 -0.502 2.350 0.226
H 4.928 -3.107 0.915 0.356
H 5.832 -1.767 1.891 0.329
H 3.903 -0.220 0.191 0.180
H 4.743 -1.545 -1.002 0.276
H 6.316 0.605 1.059 0.180
H 7.129 -0.837 0.039 0.336
H 6.036 0.512 -2.190 0.274
H 5.789 1.965 -1.015 0.309
H 8.113 2.461 -0.729 0.321
H 8.628 0.668 -0.454 0.352
H 9.894 1.565 -2.510 0.273
H 8.412 2.501 -3.203 0.315
H 7.413 -0.254 -3.697 0.236
H 8.770 0.512 -4.758 0.224
H 8.031 -2.097 -4.689 0.276
H 9.564 -3.038 -4.075 0.237
H 8.109 -2.607 -2.843 0.190
H -1.177 -2.077 5.738 0.297
H -1.870 -0.378 5.258 0.338
H -4.979 -1.032 5.309 0.331
```

The value obtained for the orbital gap is 0.2420 Ha. Its net charge is +1. The calculation puts the HOMO energy at -10.84 eV.

DFT (ωB97M-V with the def2-TZVPD basis set) results for a 10-piece molecular cluster, C26H50BF7N4O38PS9 overall at a distorted geometry.

Structure (XYZ):
```
136
Properties=species:S:1:pos:R:3:mulliken_charge:R:1
C -0.094 -3.831 -1.808 -0.756
O -0.643 -2.745 -2.561 -0.309
B -1.744 -2.180 -2.040 0.459
O -1.859 -1.995 -0.750 0.013
N -2.790 -1.686 -3.036 0.480
C -2.040 -1.129 -4.013 -0.289
N -1.531 0.070 -3.700 -0.098
N -1.807 -1.613 -5.193 -0.025
C -1.953 -3.054 -5.364 -0.952
C -2.969 -3.707 -4.439 -1.224
C -3.727 -2.740 -3.539 0.100
P -4.305 -3.771 -2.064 0.496
N -4.838 -2.909 -0.890 -0.648
C -4.912 -1.998 -4.182 1.193
F -5.202 -0.970 -3.397 -0.307
F -4.607 -1.472 -5.362 -0.368
C -6.269 -2.729 -4.386 0.396
F -6.918 -2.925 -3.287 -0.241
F -7.007 -1.847 -5.052 -0.315
C -6.295 -3.981 -5.292 0.526
F -5.588 -3.818 -6.373 -0.256
F -5.943 -5.080 -4.671 -0.206
F -7.534 -4.140 -5.661 -0.289
H 0.518 -3.474 -1.009 0.234
H 0.559 -4.363 -2.469 0.264
H -0.835 -4.534 -1.470 0.371
H -2.184 -2.762 -0.269 0.170
H -0.549 0.286 -3.709 0.148
H -2.205 0.769 -3.440 0.100
H -2.249 -1.071 -5.919 0.418
H -2.244 -3.230 -6.377 0.438
H -0.999 -3.527 -5.257 0.314
H -3.617 -4.318 -5.028 0.584
H -2.426 -4.408 -3.839 0.614
H -3.292 -4.677 -1.677 0.092
H -5.389 -4.569 -2.450 -0.023
H -4.729 -1.927 -1.098 0.299
C -1.493 2.644 0.218 -0.333
C -1.496 2.453 1.708 0.284
O -1.046 1.085 1.885 -0.277
S -0.016 0.723 0.739 0.557
O 1.302 0.869 1.236 -0.469
O -0.458 -0.482 0.122 -0.686
O -0.329 1.933 -0.251 -0.137
H -2.373 2.187 -0.244 0.202
H -1.437 3.690 -0.067 0.429
H -2.485 2.580 2.139 0.312
H -0.785 3.126 2.207 -0.118
C 1.952 4.787 5.893 -0.401
C 1.054 6.000 5.850 -0.420
O 1.000 6.359 4.455 -0.343
S 1.096 5.036 3.570 1.123
O -0.223 4.641 3.214 -0.650
O 2.107 5.206 2.601 -0.573
O 1.605 4.054 4.703 -0.137
H 3.002 5.066 5.839 0.283
H 1.791 4.171 6.768 0.385
H 1.435 6.824 6.443 0.320
H 0.039 5.759 6.172 0.302
C 4.967 0.301 4.645 -0.356
C 5.312 1.372 3.639 0.501
O 4.886 2.596 4.264 -0.181
S 5.080 2.482 5.833 1.060
O 6.299 3.104 6.183 -0.580
O 3.868 2.842 6.476 -0.545
O 5.268 0.904 5.919 -0.326
H 3.904 0.052 4.621 0.271
H 5.552 -0.603 4.509 0.305
H 4.804 1.235 2.688 0.325
H 6.378 1.430 3.474 -0.395
C 4.236 3.887 -2.068 -0.420
C 3.745 3.496 -3.440 -0.377
O 3.326 2.129 -3.291 -0.320
S 2.756 1.912 -1.804 1.096
O 1.343 2.017 -1.835 -0.382
O 3.405 0.792 -1.242 -0.595
O 3.328 3.242 -1.161 -0.204
H 5.234 3.506 -1.878 0.334
H 4.224 4.961 -1.911 0.329
H 4.515 3.577 -4.200 0.324
H 2.876 4.088 -3.737 0.259
C 10.610 3.000 2.811 -0.397
C 9.641 3.186 3.952 0.280
O 8.496 3.812 3.346 -0.290
S 8.334 3.293 1.856 1.035
O 7.370 2.255 1.847 -0.468
O 8.232 4.410 0.995 -0.607
O 9.780 2.640 1.692 -0.295
H 11.130 3.929 2.568 0.337
H 11.338 2.219 3.011 0.318
H 10.038 3.808 4.746 0.347
H 9.338 2.224 4.357 -0.302
C 9.419 -2.515 3.366 -0.429
C 9.696 -1.337 2.459 -0.343
O 9.165 -0.211 3.172 -0.176
S 9.326 -0.448 4.745 0.988
O 10.490 0.224 5.185 -0.571
O 8.070 -0.243 5.352 -0.429
O 9.640 -2.012 4.691 -0.341
H 8.380 -2.840 3.292 0.284
H 10.076 -3.356 3.167 0.332
H 9.220 -1.431 1.489 0.343
H 10.769 -1.181 2.324 0.298
C -4.885 -0.991 3.969 -0.352
C -5.180 -0.883 2.491 -0.061
O -5.849 0.382 2.356 -0.310
S -5.276 1.408 3.438 0.969
O -4.289 2.212 2.818 -0.485
O -6.357 1.969 4.144 -0.551
O -4.532 0.343 4.364 -0.313
H -5.769 -1.292 4.534 0.301
H -4.070 -1.675 4.181 0.319
H -5.811 -1.688 2.127 0.341
H -4.261 -0.850 1.902 0.040
C -8.471 -7.045 -0.826 -0.301
C -8.025 -7.435 -2.216 -0.319
O -6.588 -7.429 -2.142 -0.279
S -6.132 -7.878 -0.671 1.064
O -5.810 -9.248 -0.694 -0.540
O -5.234 -6.900 -0.171 -0.489
O -7.542 -7.701 0.049 -0.311
H -8.391 -5.968 -0.667 0.271
H -9.485 -7.367 -0.608 0.322
H -8.370 -6.741 -2.977 0.288
H -8.349 -8.444 -2.473 0.300
C -4.729 2.346 -5.016 0.117
C -4.351 3.465 -5.957 -0.436
O -4.625 4.656 -5.216 -0.319
S -4.363 4.403 -3.656 1.046
O -3.070 4.859 -3.326 -0.512
O -5.508 4.798 -2.943 -0.523
O -4.314 2.790 -3.718 -0.189
H -5.809 2.192 -4.992 0.228
H -4.237 1.408 -5.265 -0.057
H -4.923 3.450 -6.880 0.337
H -3.284 3.448 -6.192 0.311
```

The value obtained for the orbital gap is 0.3066 Ha. Its net charge is +1. The calculation puts the HOMO energy at -11.82 eV. Its energy above the lowest of the compared OMol25 structures with the same formula, charge and spin is 0.0 kcal per mole.

DFT (ωB97M-V with the def2-TZVPD basis set) results for a 8-piece molecular cluster, C26H50Cl16N4 overall at a distorted geometry.

Structure (XYZ):
```
96
Properties=species:S:1:pos:R:3:mulliken_spin:R:1
C -0.120 -5.356 -1.033 0.000
C -1.275 -6.324 -1.067 0.000
N -2.625 -5.760 -1.410 -0.003
C -2.793 -5.036 -2.682 0.007
C -4.087 -5.483 -3.342 0.037
C -3.265 -5.041 -0.290 0.006
C -3.390 -5.817 1.050 -0.001
H 0.796 -5.860 -0.722 0.000
H -0.254 -4.558 -0.304 0.000
H -0.080 -4.848 -1.997 0.000
H -1.152 -7.186 -1.723 0.000
H -1.378 -6.840 -0.113 0.000
H -2.798 -3.957 -2.524 0.000
H -1.878 -5.240 -3.238 0.000
H -4.035 -6.523 -3.663 -0.014
H -4.828 -5.482 -2.543 -0.001
H -4.378 -4.747 -4.091 -0.019
H -4.292 -4.734 -0.490 -0.001
H -2.659 -4.176 -0.021 0.000
H -3.789 -6.773 0.711 0.000
H -4.120 -5.420 1.756 0.000
H -2.451 -5.889 1.598 0.000
C -5.042 -1.188 -0.059 0.000
C -5.971 -2.066 0.873 0.001
N -7.224 -2.375 0.203 0.001
C -8.270 -2.939 1.086 -0.040
C -7.984 -4.391 1.511 -0.002
C -7.005 -3.194 -1.049 -0.004
C -7.066 -2.389 -2.275 0.004
H -5.589 -0.245 -0.040 0.000
H -4.911 -1.675 -1.026 0.000
H -4.051 -0.947 0.325 0.000
H -5.513 -2.985 1.238 0.000
H -6.252 -1.456 1.731 0.000
H -8.364 -2.423 2.042 -0.004
H -9.272 -3.034 0.670 0.035
H -7.138 -4.444 2.196 0.000
H -8.778 -4.813 2.127 0.001
H -7.608 -5.014 0.700 0.002
H -7.782 -3.955 -0.972 0.010
H -6.080 -3.766 -0.979 -0.016
H -6.720 -1.356 -2.313 0.001
H -8.118 -2.403 -2.560 0.000
H -6.504 -2.851 -3.087 0.003
C -5.576 -9.329 -5.208 -0.006
C -6.868 -8.558 -4.722 0.021
N -7.960 -9.149 -5.386 0.009
C -8.855 -8.047 -5.712 -0.008
C -8.505 -7.385 -7.026 -0.004
C -8.719 -10.073 -4.467 -0.009
C -9.466 -11.116 -5.401 -0.001
H -5.422 -10.340 -4.831 0.000
H -4.796 -8.720 -4.751 0.007
H -5.413 -9.305 -6.286 0.000
H -6.849 -8.524 -3.633 -0.005
H -6.682 -7.517 -4.987 -0.025
H -9.857 -8.403 -5.950 0.009
H -8.735 -7.306 -4.922 -0.009
H -9.240 -6.703 -7.455 0.001
H -7.571 -6.828 -6.952 -0.001
H -8.269 -8.158 -7.757 0.001
H -9.474 -9.697 -3.776 0.010
H -8.041 -10.672 -3.860 0.001
H -9.706 -12.001 -4.811 0.000
H -8.890 -11.308 -6.306 0.000
H -10.413 -10.686 -5.728 0.000
C -8.494 -13.885 -1.134 0.002
Cl -8.952 -14.367 -2.832 0.000
Cl -6.733 -14.121 -0.915 0.001
Cl -8.965 -12.103 -0.820 0.003
Cl -9.271 -14.980 0.048 0.000
C -3.230 -14.793 -0.579 0.000
Cl -3.288 -13.064 -0.514 0.000
Cl -3.936 -15.418 -2.114 0.000
Cl -1.491 -15.226 -0.482 0.000
Cl -4.029 -15.381 0.911 0.000
C -10.181 -5.864 -2.253 0.168
Cl -10.757 -4.535 -1.157 0.311
Cl -8.418 -5.841 -2.694 0.238
Cl -10.442 -7.392 -1.421 0.131
Cl -10.949 -5.875 -3.851 0.148
C -2.081 -12.237 -4.247 0.000
Cl -3.762 -12.410 -4.210 0.000
Cl -1.588 -11.061 -3.029 0.000
Cl -1.318 -13.783 -3.858 0.000
Cl -1.565 -11.519 -5.788 0.000
N -4.807 -7.996 -1.252 0.004
C -4.129 -9.203 -1.317 -0.003
C -5.065 -10.155 -1.269 0.005
C -6.345 -9.548 -1.089 -0.017
C -6.102 -8.166 -0.981 0.022
H -4.296 -7.138 -1.402 -0.010
H -3.054 -9.163 -1.416 0.000
H -4.904 -11.210 -1.438 0.000
H -7.295 -10.060 -1.114 0.022
H -6.763 -7.336 -0.782 -0.020
```

The value obtained for the orbital gap (alpha / beta) is 0.0847 / 0.2636 Ha. Its net charge is -1. The calculation puts the HOMO energy (alpha / beta) at -0.90 / -5.77 eV. As for the spin multiplicity: 2.